Here is the molecule C4H5NO4S at a distorted geometry from the OMol25 dataset. Energies are from ωB97M-V/def2-TZVPD.

The geometry in XYZ format:
```
15
Properties=species:S:1:pos:R:3:nbo_charge:R:1
C 0.39465 0.87412 0.11531 -0.374
C 0.61112 -0.42217 -0.21089 0.408
C -0.83821 1.63147 -0.06699 0.525
C 1.89643 -1.03353 0.24048 -0.714
N -1.95744 0.81091 -0.00907 -0.079
O -0.95743 2.85750 -0.09482 -0.582
O -0.05501 -3.27510 0.15037 -0.815
O -0.30484 -1.03356 -1.00594 -0.673
O -3.06875 1.59367 -0.01243 -0.433
S -0.95962 -2.47294 -0.72274 1.254
H 1.29175 1.46500 0.42940 0.234
H 1.92656 -1.10858 1.34784 0.252
H 2.65368 -0.21026 0.19782 0.251
H 1.98883 -2.12448 -0.16936 0.267
H -2.62172 2.44794 -0.18898 0.477
```

Calculated values
- energy above the lowest of the compared OMol25 structures with the same formula, charge and spin (eV) = 2.6161
- net charge = 0
- highest occupied orbital energy (spin up / spin down) (eV) = -9.493 / -8.978
- 2S+1 = 1
- orbital gap (spin up / spin down) (hartree) = 0.301 / 0.265
- total energy (Eh) = -909.15763

***

Here is a 11-piece molecular cluster, C53H138N12O17 overall at a distorted geometry from the OMol25 dataset. Energies are from ωB97M-V/def2-TZVPD.

The geometry in XYZ format:
```
220
Properties=species:S:1:pos:R:3:lowdin_charge:R:1
C -35.59637 17.71356 -7.38715 -0.721
O -35.86876 18.24991 -8.41055 0.049
N -35.65901 16.36675 -7.18749 0.181
N -35.16928 18.43453 -6.31051 0.159
H -35.38055 16.00648 -6.30635 0.033
H -35.90294 15.75307 -7.91392 0.061
H -35.46555 19.41644 -6.32676 0.101
H -35.17754 18.02578 -5.39010 0.069
C -34.99953 20.21345 2.08007 -0.048
C -33.43223 20.36130 2.17366 -0.390
C -32.83920 20.02958 0.76432 -0.202
O -33.09323 18.66472 0.39414 -0.196
C -32.50797 18.40816 -0.87561 -0.105
N -33.02255 21.71403 2.53720 0.034
H -35.48157 20.58170 2.99899 0.075
H -35.30065 19.13679 1.97654 0.078
H -35.50252 20.66925 1.26136 0.052
H -33.07062 19.71034 2.93843 0.113
H -31.77857 20.24806 0.84647 0.107
H -33.24335 20.67099 -0.01421 0.118
H -32.66498 19.28033 -1.51642 0.049
H -32.97309 17.53644 -1.36304 0.076
H -31.34349 18.32635 -0.80054 0.115
H -33.58534 22.41368 2.09576 0.063
H -32.04956 21.77666 2.24918 0.064
C -34.09980 13.45335 -8.05858 -0.086
C -33.42693 13.91006 -9.27412 -0.450
C -33.93299 12.97686 -10.37007 -0.226
O -33.39829 11.65851 -10.23868 -0.170
C -33.47648 10.97476 -11.47348 -0.127
N -33.79456 15.32784 -9.53728 0.039
H -33.74579 12.40269 -7.85564 0.095
H -35.16371 13.48681 -8.11297 0.064
H -33.74541 14.06657 -7.21659 0.067
H -32.30013 13.79742 -9.24074 0.156
H -33.78107 13.44766 -11.38258 0.130
H -35.04869 12.96308 -10.27264 0.136
H -33.16258 9.91654 -11.37924 0.094
H -32.88923 11.46294 -12.20809 0.064
H -34.48214 10.89990 -11.95319 0.096
H -33.11817 15.98588 -9.07029 0.099
H -33.86094 15.55551 -10.53935 0.074
C -27.17429 19.70903 -2.21342 -0.063
C -27.72435 20.66959 -3.25087 -0.434
C -26.95949 20.73158 -4.56889 -0.134
O -27.41912 21.90492 -5.39527 -0.198
C -27.27210 21.74893 -6.80853 -0.122
N -29.12212 20.34038 -3.52223 0.045
H -26.89871 18.69719 -2.53391 0.085
H -27.71914 19.61554 -1.29280 0.065
H -26.22338 20.17191 -1.93484 0.079
H -27.67382 21.63116 -2.75413 0.133
H -27.17391 19.80383 -5.17782 0.138
H -25.92495 20.79127 -4.42167 0.096
H -26.28254 21.71861 -7.24491 0.071
H -27.70287 22.66486 -7.26996 0.093
H -27.81096 20.87523 -7.21715 0.059
H -29.56085 19.82509 -2.76111 0.056
H -29.76651 21.11289 -3.61554 0.062
C -36.58135 10.12205 -3.77631 -0.049
C -36.53295 11.49517 -4.43966 -0.388
C -37.53458 11.83074 -5.55579 -0.245
O -37.34827 13.08418 -6.06846 -0.184
C -38.22811 13.36446 -7.10514 -0.117
N -36.55138 12.47530 -3.28580 0.063
H -37.58478 9.88835 -3.35969 0.093
H -35.83420 10.10657 -3.01866 0.058
H -36.23906 9.39375 -4.52929 0.072
H -35.57178 11.78087 -4.86228 0.103
H -38.53379 11.67203 -5.12745 0.128
H -37.38106 11.00791 -6.30162 0.141
H -37.97715 12.76895 -8.00876 0.099
H -38.00454 14.39895 -7.33180 0.074
H -39.30264 13.31505 -6.83152 0.100
H -37.08396 13.37004 -3.37867 0.055
H -36.97060 12.09532 -2.47639 -0.001
C -33.06725 15.44087 5.38016 -0.088
O -32.51274 16.54271 4.60305 -0.190
C -31.22421 16.31957 4.04626 -0.232
C -30.66923 17.65078 3.55206 -0.198
N -29.25923 17.36385 3.27864 -0.090
C -28.78587 17.60827 1.90333 -0.185
C -29.44444 16.52100 1.05007 -0.229
O -29.22048 16.85236 -0.29941 -0.228
C -29.27744 15.87765 -1.31329 -0.117
H -33.11847 14.50082 4.80002 0.081
H -34.13716 15.57563 5.66929 0.094
H -32.45651 15.22597 6.22513 0.065
H -31.23055 15.69800 3.13371 0.115
H -30.48863 15.86146 4.70031 0.116
H -30.79337 18.52256 4.20040 0.127
H -31.12390 17.80965 2.55702 0.100
H -28.65639 17.96989 3.83888 0.110
H -27.71490 17.50148 1.88436 0.113
H -29.06612 18.64685 1.57485 0.127
H -30.52557 16.47676 1.22833 0.104
H -29.06401 15.55803 1.36428 0.125
H -28.27659 15.35393 -1.46920 0.097
H -29.64937 16.28798 -2.30516 0.086
H -30.01723 15.03938 -1.06759 0.099
C -35.32931 15.94750 0.49710 -0.113
O -35.98429 14.70802 0.60787 -0.198
C -35.22787 13.55260 0.28702 -0.227
C -36.08586 12.35873 0.68976 -0.175
N -37.36130 12.53496 -0.07673 -0.065
C -38.36699 11.55013 0.03903 -0.245
C -39.55582 11.86866 -0.87316 -0.219
O -40.52400 10.86453 -0.64789 -0.199
C -41.80789 11.33140 -0.54387 -0.149
H -34.94410 16.25878 1.45372 0.081
H -35.95822 16.75498 0.06395 0.093
H -34.48000 15.98457 -0.15528 0.057
H -34.25847 13.56084 0.82267 0.130
H -35.12418 13.47901 -0.80420 0.105
H -36.19525 12.28879 1.80570 0.127
H -35.51443 11.48777 0.33864 0.117
H -37.75370 13.46829 0.20334 0.134
H -38.77616 11.44977 1.01304 0.106
H -38.04413 10.54173 -0.19509 0.122
H -39.26375 11.86622 -1.95638 0.124
H -39.89270 12.87008 -0.59449 0.117
H -42.53284 10.46383 -0.51806 0.105
H -42.03982 12.04052 -1.35458 0.090
H -41.90355 11.80053 0.45390 0.091
C -35.92075 20.19590 -3.41041 -0.092
O -35.03953 20.60253 -4.43699 -0.194
C -33.72349 20.79863 -3.97459 -0.233
C -32.78957 20.95443 -5.11881 -0.247
N -32.75756 22.31820 -5.49754 -0.049
C -31.94094 22.70215 -6.63419 -0.212
C -32.23651 24.09451 -7.15187 -0.215
O -33.61444 24.17451 -7.53991 -0.205
C -33.91801 25.12615 -8.48956 -0.138
H -35.44907 19.43552 -2.75545 0.082
H -36.79723 19.79074 -3.90030 0.090
H -36.02114 20.98473 -2.68943 0.081
H -33.28050 19.94891 -3.39562 0.101
H -33.64869 21.70647 -3.41558 0.120
H -33.07138 20.26747 -5.94745 0.119
H -31.73805 20.66400 -4.85370 0.115
H -33.64411 22.53088 -5.86790 0.090
H -32.09837 22.03151 -7.56718 0.148
H -30.89270 22.68584 -6.39281 0.106
H -31.54321 24.17590 -7.97496 0.111
H -32.03930 24.92149 -6.45550 0.130
H -34.97085 25.21525 -8.56204 0.066
H -33.48426 24.81610 -9.46955 0.104
H -33.66435 26.16305 -8.07587 0.111
C -39.04456 15.61371 -3.52621 -0.101
O -37.67485 15.25890 -3.36440 -0.225
C -36.79235 16.35962 -3.15076 -0.195
C -35.34355 15.93649 -3.13033 -0.203
N -34.93701 15.26829 -4.35064 -0.030
C -33.53921 14.67001 -4.25646 -0.174
C -32.55009 15.63983 -4.74694 -0.243
O -32.37183 16.67408 -3.76535 -0.204
C -31.60450 17.75535 -4.37222 -0.088
H -39.72286 14.72656 -3.20734 0.113
H -39.39293 15.91779 -4.52256 0.080
H -39.30441 16.52290 -2.95538 0.082
H -37.04688 16.76339 -2.14424 0.127
H -37.02861 17.12059 -3.83043 0.090
H -35.09764 15.40795 -2.25926 0.074
H -34.80044 16.91399 -3.09539 0.116
H -35.55636 14.47156 -4.51554 0.080
H -33.57058 13.80928 -4.93063 0.100
H -33.37920 14.29828 -3.19712 0.125
H -32.95840 16.05093 -5.69560 0.115
H -31.58448 15.17356 -5.02854 0.133
H -31.51746 18.46681 -3.55243 0.048
H -32.06313 18.19858 -5.28770 0.092
H -30.55011 17.49190 -4.49527 0.082
C -29.66717 19.33250 -8.67336 -0.078
O -28.30245 18.99452 -9.03256 -0.221
C -28.26075 17.74503 -9.70471 -0.242
C -26.81220 17.23806 -9.75427 -0.210
N -25.94423 18.04523 -10.57437 -0.060
C -25.31061 19.20940 -9.99931 -0.232
C -24.38225 19.88628 -10.99990 -0.203
O -23.12663 19.22343 -11.10342 -0.203
C -22.19759 19.42957 -10.13710 -0.168
H -29.63189 20.34837 -8.23380 0.073
H -29.99162 18.69591 -7.83136 0.089
H -30.31958 19.26426 -9.51699 0.079
H -28.67840 17.79512 -10.67039 0.107
H -28.80694 17.04450 -9.10034 0.107
H -26.90398 16.17641 -10.04370 0.121
H -26.54516 17.22938 -8.61596 0.143
H -25.16099 17.49880 -10.87666 0.101
H -24.73885 18.97049 -9.06500 0.124
H -26.12732 19.93193 -9.72629 0.121
H -24.20565 20.91778 -10.57057 0.125
H -24.87736 19.99232 -12.01844 0.145
H -22.37437 18.88137 -9.21453 0.077
H -22.06028 20.49391 -9.88898 0.088
H -21.22716 19.10785 -10.63133 0.112
C -31.95428 11.35199 -3.17835 -0.167
O -31.73196 11.05692 -4.46355 -0.157
C -32.81439 10.66977 -5.24131 -0.214
C -32.43817 9.41224 -6.00706 -0.213
N -33.50367 8.64351 -6.59270 -0.043
C -33.85673 7.43675 -5.80860 -0.190
C -32.91360 6.22151 -6.16776 -0.224
O -33.17021 5.82888 -7.51388 -0.196
C -32.24322 4.83486 -7.92505 -0.112
H -32.80486 12.12709 -2.97073 0.103
H -31.10696 11.68074 -2.60281 0.078
H -32.25426 10.45936 -2.61124 0.087
H -33.07570 11.40363 -5.96681 0.091
H -33.69417 10.51936 -4.65524 0.097
H -31.90431 8.80290 -5.28253 0.106
H -31.64998 9.62490 -6.75924 0.138
H -33.12614 8.25033 -7.41540 0.072
H -34.91927 7.07800 -5.86549 0.118
H -33.85433 7.70160 -4.76320 0.099
H -33.19275 5.40182 -5.45489 0.126
H -31.86001 6.52898 -5.92313 0.125
H -32.35092 4.78142 -9.00351 0.083
H -32.55212 3.84954 -7.48636 0.099
H -31.20727 5.05688 -7.66036 0.084
```

Calculated values
- energy above the lowest of the compared OMol25 structures with the same formula, charge and spin (eV) = 0.0000
- SMILES = COC[C@H](C)N.COC[C@H](C)N.COC[C@H](C)N.COC[C@H](C)N.COCCNCCOC.COCCNCCOC.COCCNCCOC.COCCNCCOC.COCCNCCOC.COCCNCCOC.NC(N)=O
- net charge = 0
- highest occupied orbital energy (eV) = -8.601
- 2S+1 = 1
- orbital gap (hartree) = 0.335
- total energy (Eh) = -4037.79743

***

Here is C25H61N4Na2O11 as an isolated structure at a distorted geometry from the OMol25 dataset. Energies are from ωB97M-V/def2-TZVPD.

The geometry in XYZ format:
```
103
Properties=species:S:1:pos:R:3:lowdin_charge:R:1
Na -3.16988 -2.31301 2.67403 0.756
Na -3.16184 -3.24787 -0.69877 0.662
O -0.26011 -0.61539 -0.06116 0.140
C -0.86962 -1.19251 0.92445 -0.861
O -1.20077 -0.36924 1.78373 -0.029
O -1.27639 -2.36336 0.98124 -0.053
H -0.35498 0.17769 0.47140 0.107
C -4.12876 1.85652 5.55141 -0.103
O -3.93797 2.21376 4.19122 -0.198
C -4.13490 1.19288 3.16167 -0.192
C -3.83773 1.86854 1.83036 -0.166
N -4.30880 0.96522 0.72465 -0.053
C -3.94644 1.49994 -0.61942 -0.181
C -4.37671 0.54478 -1.74302 -0.166
O -5.79711 0.20615 -1.67083 -0.216
C -6.67746 1.16439 -2.14645 -0.129
H -5.10151 2.12657 5.96244 0.082
H -3.59201 2.51734 6.23208 0.086
H -3.85350 0.81649 5.72662 0.084
H -5.20504 0.98663 3.18094 0.123
H -3.54509 0.29908 3.36504 0.092
H -2.75187 1.88843 1.73748 0.102
H -4.30927 2.85066 1.79575 0.137
H -3.86538 0.06075 0.79822 0.070
H -2.85882 1.53873 -0.55870 0.105
H -4.32528 2.49703 -0.84391 0.123
H -3.90484 -0.41968 -1.55527 0.096
H -4.05011 0.86894 -2.73112 0.132
H -6.51408 2.15334 -1.71820 0.089
H -7.72778 0.89437 -2.03687 0.093
H -6.60105 1.22975 -3.23180 0.089
C -0.73973 0.09319 -3.08024 -0.070
O -1.30401 -1.06185 -3.73624 -0.183
C -0.91961 -2.31723 -3.18958 -0.210
C -1.65584 -3.40696 -3.95879 -0.136
N -3.00037 -3.51041 -3.29368 -0.098
C -3.93446 -4.48276 -3.83568 -0.195
C -4.79097 -3.78042 -4.91503 -0.199
O -5.24428 -2.49336 -4.55429 -0.174
C -6.18506 -2.51407 -3.50791 -0.089
H -0.69737 0.87202 -3.84165 0.097
H 0.28239 -0.11624 -2.76476 0.088
H -1.26296 0.44746 -2.19209 0.058
H -1.16542 -2.41225 -2.13193 0.091
H 0.16219 -2.38774 -3.30289 0.134
H -1.25018 -4.41279 -3.84989 0.126
H -1.71476 -3.11684 -5.00781 0.131
H -3.39822 -2.62350 -3.56791 0.082
H -4.55508 -4.82339 -3.00688 0.097
H -3.49318 -5.35714 -4.31404 0.129
H -5.57428 -4.42601 -5.31220 0.130
H -4.12603 -3.57419 -5.75373 0.129
H -6.93714 -3.28482 -3.67647 0.099
H -6.66596 -1.56808 -3.25902 0.086
H -5.69460 -2.82845 -2.58666 0.063
C 2.74650 4.40568 5.09641 -0.133
O 1.99770 3.60543 4.26681 -0.186
C 0.73653 3.30386 4.76708 -0.217
C -0.06215 2.31916 3.85743 -0.184
N 0.20025 0.89833 4.14912 -0.071
C 1.57934 0.44862 3.81001 -0.163
C 1.87882 -0.99424 4.27194 -0.203
O 3.22670 -1.33406 3.96030 -0.206
C 4.17470 -1.04541 4.99365 -0.101
H 2.72560 4.03253 6.12033 0.090
H 2.45907 5.45518 5.03288 0.090
H 3.79168 4.44150 4.78915 0.090
H 0.10368 4.19105 4.78908 0.118
H 0.76912 2.90830 5.78225 0.124
H -0.04795 2.46029 2.77669 0.111
H -1.13786 2.43256 3.99192 0.097
H -0.40876 0.43588 3.48931 0.043
H 2.31559 1.15015 4.20233 0.114
H 1.56903 0.46325 2.72016 0.100
H 1.28404 -1.77572 3.79903 0.113
H 1.69807 -1.13275 5.33788 0.114
H 5.09626 -1.37912 4.51671 0.086
H 4.09409 -1.54131 5.96096 0.085
H 4.33739 0.01643 5.17837 0.080
C 3.15553 -0.37589 0.35256 -0.087
O 4.31032 -0.96669 -0.18181 -0.184
C 5.53727 -0.50101 0.19827 -0.254
C 5.80553 0.80063 -0.54404 -0.202
N 5.89015 0.77263 -2.03132 -0.054
C 6.99729 -0.09818 -2.55210 -0.186
C 7.23413 0.13699 -4.06684 -0.223
O 7.80690 1.37237 -4.47574 -0.220
C 8.48456 1.45924 -5.75517 -0.077
H 2.33996 -0.97455 -0.05309 0.084
H 3.09301 0.69935 0.18506 0.087
H 3.24924 -0.56201 1.42246 0.072
H 6.24786 -1.29818 -0.02009 0.120
H 5.69616 -0.31243 1.26000 0.122
H 6.70637 1.30416 -0.19330 0.110
H 5.01499 1.48483 -0.23579 0.101
H 6.08910 1.69779 -2.38432 0.095
H 6.74404 -1.14469 -2.38244 0.110
H 7.91025 0.09357 -1.98833 0.112
H 6.23782 0.19235 -4.50550 0.116
H 7.74950 -0.73741 -4.46421 0.114
H 8.73811 2.50632 -5.92085 0.087
H 7.95699 0.99711 -6.58956 0.082
H 9.38756 0.87705 -5.57150 0.081
```

Calculated values
- energy above the lowest of the compared OMol25 structures with the same formula, charge and spin (eV) = 6.0408
- net charge = +1
- highest occupied orbital energy (eV) = -9.782
- 2S+1 = 1
- orbital gap (hartree) = 0.181
- total energy (Eh) = -2359.97715

***

Among the records above, which one has the highest net charge? C25H61N4Na2O11

***

Please write out number 1 again, unchanged.
Here is the molecule C4H5NO4S at a distorted geometry from the OMol25 dataset. Energies are from ωB97M-V/def2-TZVPD.

The geometry in XYZ format:
```
15
Properties=species:S:1:pos:R:3:nbo_charge:R:1
C 0.39465 0.87412 0.11531 -0.374
C 0.61112 -0.42217 -0.21089 0.408
C -0.83821 1.63147 -0.06699 0.525
C 1.89643 -1.03353 0.24048 -0.714
N -1.95744 0.81091 -0.00907 -0.079
O -0.95743 2.85750 -0.09482 -0.582
O -0.05501 -3.27510 0.15037 -0.815
O -0.30484 -1.03356 -1.00594 -0.673
O -3.06875 1.59367 -0.01243 -0.433
S -0.95962 -2.47294 -0.72274 1.254
H 1.29175 1.46500 0.42940 0.234
H 1.92656 -1.10858 1.34784 0.252
H 2.65368 -0.21026 0.19782 0.251
H 1.98883 -2.12448 -0.16936 0.267
H -2.62172 2.44794 -0.18898 0.477
```

Calculated values
- energy above the lowest of the compared OMol25 structures with the same formula, charge and spin (eV) = 2.6161
- net charge = 0
- highest occupied orbital energy (spin up / spin down) (eV) = -9.493 / -8.978
- 2S+1 = 1
- orbital gap (spin up / spin down) (hartree) = 0.301 / 0.265
- total energy (Eh) = -909.15763

***

Look up the net charge of the third one. +1

***

What is the net charge in the third record? +1